Record 1
29
Properties=species:S:1:pos:R:3:forces:R:3 method="wB97M-V/def2-TZVPD" lumo_ev=-3.46 charge=+1
S 2.15838 4.17675 -4.00934 -0.06 0.09 0.08
S -0.23719 -2.62696 3.12447 0.04 -0.05 -0.02
P 1.01246 2.63743 -3.27142 -0.02 0.00 -0.02
O 0.04095 -1.80112 1.90981 0.01 0.07 0.03
O 1.08559 0.14385 -2.43083 -0.10 0.14 0.02
C -1.95566 -2.33601 3.55034 0.00 0.00 0.01
C -0.64111 -0.56353 -0.90708 -0.04 -0.01 0.05
C 0.47665 -1.74107 4.51155 0.00 0.00 0.00
C 0.67366 0.15841 -1.03549 0.10 0.00 0.10
C -1.81756 0.20438 -1.51052 -0.03 0.07 -0.06
C 1.96725 1.14112 -2.77655 0.07 0.00 0.00
H 0.12155 -0.71108 4.49741 0.00 0.00 0.00
H -0.78353 -0.75264 0.15930 -0.06 -0.05 -0.12
H 2.53574 0.86341 -3.67001 -0.01 -0.03 0.05
H -0.53272 -1.54399 -1.37612 0.04 0.04 0.01
H 2.33763 4.69208 -2.77724 0.06 0.00 -0.07
H 0.21131 3.11109 -2.22755 0.00 -0.06 -0.04
H 0.19974 -2.23913 5.44030 0.00 0.01 0.00
H 0.12313 2.27544 -4.28515 0.04 -0.04 0.01
H -2.30032 0.85616 -0.77946 0.08 0.00 -0.01
H 1.55724 -1.76968 4.38884 0.00 0.00 0.00
H -2.13200 -1.26224 3.60767 0.00 0.00 0.00
H -1.50061 0.82873 -2.35380 -0.02 -0.07 -0.03
H -2.58169 -0.46788 -1.90036 0.02 0.02 0.06
H 1.45524 -0.32312 -0.44272 -0.02 -0.01 -0.05
H -2.18027 -2.82099 4.49991 0.00 0.00 -0.01
H 0.58994 1.20393 -0.70239 -0.05 -0.06 0.01
H 2.67793 1.44445 -1.99571 -0.05 -0.07 -0.01
H -2.56173 -2.77779 2.76214 0.00 0.00 0.00

Record 2
16
Properties=species:S:1:pos:R:3:forces:R:3 method="wB97M-V/def2-TZVPD" s2=0.750 lumo_ev="4.33 / 4.50" e_above_lowest_kcal_mol=4.0 charge=-1 multiplicity=2
C 0.05457 -2.39717 -1.93878 -0.14 0.15 -0.06
C -0.09794 -0.87488 -1.83664 -1.07 -0.38 0.77
C 0.36266 1.09911 2.28707 0.48 -0.73 -0.11
C -0.22708 2.22603 1.45526 -0.60 -0.12 0.35
H -0.82067 -0.63909 -1.04052 0.06 -0.10 -0.01
H -0.29447 0.76234 3.09291 0.00 0.26 0.09
H -0.79711 -2.84635 -2.46048 -0.06 0.16 -0.01
H 0.52907 0.20301 1.67305 -0.18 0.17 -0.09
H -0.29390 3.15759 2.02148 0.27 0.13 -0.06
H 0.04596 -2.85262 -0.94249 0.46 -0.03 -0.14
H -1.27211 1.98130 1.22179 0.19 -0.06 -0.25
H -0.59386 -0.49296 -2.72525 0.56 0.37 -0.36
H 0.79916 -0.34763 -1.51007 0.13 -0.02 -0.50
H 1.35341 1.31112 2.70670 -0.18 0.26 0.05
H 0.94114 -2.65971 -2.52190 0.07 -0.17 0.27
H 0.31117 2.36991 0.51787 0.02 0.10 0.06

Record 3
19
Properties=species:S:1:pos:R:3:forces:R:3 method="wB97M-V/def2-TZVPD" smiles=CC#CCCCC lumo_ev=1.08 e_above_lowest_kcal_mol=32.7
C -3.27216 0.46347 -0.26062 -0.03 0.01 0.02
C 1.75731 -0.00454 -0.12037 0.39 -0.18 0.35
C 2.73968 0.02901 0.57414 -0.39 -0.03 -0.29
C -2.01862 -0.17883 -0.84958 0.02 -0.06 -0.03
C 0.51134 -0.37647 -0.78833 -0.19 0.26 -0.06
C 3.85706 -0.16801 1.49033 0.03 0.00 0.07
C -0.72781 0.36418 -0.24326 0.00 -0.02 0.00
H -2.04240 -1.26269 -0.67963 -0.08 0.09 -0.07
H -2.00016 -0.03154 -1.93860 -0.01 -0.04 0.16
H 0.42792 -1.45685 -0.61462 -0.31 0.11 -0.07
H 0.57673 -0.25004 -1.87600 0.03 0.09 0.15
H -4.18467 0.04390 -0.69851 0.15 0.08 0.05
H 3.83393 -1.22377 1.78434 0.22 0.19 0.09
H -0.65811 1.44481 -0.43546 0.15 -0.23 -0.06
H -0.76603 0.26420 0.84969 0.07 -0.08 -0.16
H 4.82542 0.05057 1.03162 -0.14 0.00 0.07
H 3.73933 0.44546 2.38839 0.10 -0.07 -0.11
H -3.28046 1.54570 -0.43615 0.00 -0.15 0.02
H -3.31828 0.30145 0.82262 0.01 0.04 -0.14

Record 4
80
Properties=species:S:1:pos:R:3:forces:R:3 method="wB97M-V/def2-TZVPD" smiles="CN(C)C=O.CN(C)C=O.CN(C)C=O.CN(C)C=O.CN(C)C=O.CN(C)C=O.ClCCCl" lumo_ev=0.55 e_above_lowest_kcal_mol=0.0
Cl 0.03578 -1.84718 0.03853 -0.14 -0.01 0.08
Cl -1.06599 1.36288 0.11648 -0.04 0.01 -0.09
O -1.48764 -0.67948 3.13778 0.18 0.09 0.30
O -3.53367 4.44230 -0.43118 0.25 0.17 0.10
O 3.54851 -1.85524 -1.86703 -0.14 0.03 -0.12
O 0.12331 4.13698 -1.92007 0.08 -0.03 -0.05
O -1.96604 -3.16998 -5.61376 -0.23 -0.12 0.00
O 4.20817 0.25710 1.88522 0.00 -0.01 -0.06
N -4.98608 2.87190 -1.23286 0.02 0.19 0.19
N 5.19085 -3.28083 -1.21516 0.06 0.08 -0.15
N 2.62786 0.40925 3.52587 -0.14 0.09 0.11
N 0.94346 4.48458 0.17234 -0.20 0.04 -0.22
N -3.67985 -0.38318 2.58714 0.06 -0.10 -0.25
N -0.70579 -4.20768 -4.02364 0.12 -0.05 0.08
C 5.43219 -2.61409 0.04826 -0.05 -0.46 0.30
C 0.77272 5.17778 1.42280 0.11 -0.01 0.21
C 0.96940 -0.40697 -0.42070 0.85 -0.08 -0.60
C 0.00588 -4.06904 -2.76480 -0.35 0.09 0.29
C -0.03167 4.51320 -0.77693 -0.10 -0.13 -0.12
C 1.77472 -0.29188 4.47232 0.22 -0.13 0.22
C -6.34236 2.54770 -1.57839 -0.11 -0.08 -1.03
C 0.62320 0.84270 0.32029 0.14 0.16 0.53
C 2.28854 4.15324 -0.20564 0.97 0.50 0.01
C 3.46860 -0.24767 2.70926 -0.05 -0.19 0.00
C -1.52841 -3.23834 -4.48445 0.20 0.07 0.13
C -0.43325 -5.37327 -4.82756 0.16 -0.03 -0.47
C 2.53731 1.84597 3.52852 0.20 0.48 0.18
C -3.97557 1.90519 -1.59494 0.13 0.27 -0.65
C -2.39964 -0.73851 2.33928 -0.26 -0.20 -0.26
C -4.09455 0.01245 3.91160 0.17 0.14 0.00
C -4.65301 4.08233 -0.71208 -0.35 -0.45 -0.14
C 4.26125 -2.81790 -2.07378 -0.18 -0.01 0.25
C 6.08677 -4.35871 -1.56627 -0.17 -0.13 0.59
C -4.70720 -0.50181 1.57414 0.16 0.32 -0.02
H -4.27421 -0.84896 0.63746 0.05 -0.20 0.08
H 2.35881 3.45805 -1.03562 -0.37 -0.17 0.06
H 4.56242 -2.04733 0.36331 0.04 0.25 -0.24
H 1.42114 6.05872 1.49403 -0.08 0.04 -0.15
H -0.59299 -4.42862 -1.92177 0.09 -0.09 -0.01
H -1.00376 4.88124 -0.41330 0.05 -0.01 0.09
H 2.83345 3.77135 0.66063 -0.12 -0.21 -0.04
H 2.84793 5.04644 -0.53026 -0.18 -0.03 0.05
H 2.01892 -0.65989 -0.25913 -0.05 0.08 0.25
H 1.04101 4.53107 2.26370 -0.15 -0.04 -0.02
H 3.40775 -1.34155 2.86897 0.07 0.06 -0.06
H 0.93145 -4.63875 -2.79948 0.02 -0.02 -0.08
H 0.83973 -0.61826 4.01588 -0.05 -0.01 0.09
H -5.49770 -1.18002 1.89895 -0.04 -0.04 -0.08
H 4.16983 -3.44081 -2.97967 0.08 0.07 -0.07
H -6.38802 2.28044 -2.64557 0.06 -0.05 0.16
H 5.78661 -4.80725 -2.50885 0.15 0.09 -0.14
H -3.99386 1.73018 -2.67808 -0.18 -0.04 0.07
H 5.59549 -3.38911 0.80409 0.13 0.08 -0.02
H 1.56705 0.37643 5.30722 -0.15 0.08 -0.09
H -1.23421 -5.51387 -5.55037 -0.07 0.00 0.10
H -6.99416 3.41461 -1.49340 -0.03 -0.04 0.43
H -4.92858 0.70645 3.81716 -0.09 -0.08 0.14
H 6.02995 -5.13156 -0.79166 0.02 -0.03 -0.10
H -5.13643 0.48403 1.36388 -0.12 -0.07 0.10
H 0.78791 0.74909 1.39277 -0.07 -0.17 -0.02
H -3.27577 0.52044 4.41515 0.06 -0.05 0.00
H 2.31578 -1.12790 4.91942 -0.11 -0.16 -0.24
H 7.12011 -4.00678 -1.58394 0.02 -0.03 -0.29
H -0.26464 5.49149 1.51371 -0.01 -0.01 0.12
H -0.34498 -6.25252 -4.19061 -0.06 -0.01 0.03
H 2.91353 2.24053 4.47921 -0.09 -0.01 0.00
H -5.55066 4.70850 -0.56362 0.09 0.09 0.05
H -4.14901 0.94775 -1.10461 0.19 0.03 0.19
H 3.15185 2.28046 2.74418 -0.05 -0.20 -0.15
H 1.26755 1.64189 -0.04144 -0.10 0.05 -0.10
H 0.91833 -0.26347 -1.49948 -0.45 -0.08 0.03
H 0.26587 -3.03423 -2.55331 -0.02 0.03 -0.12
H -2.99924 2.33388 -1.39478 0.02 -0.18 0.34
H -1.78032 -2.50240 -3.69928 0.13 0.11 -0.10
H -2.26359 -1.12566 1.31850 0.06 0.12 -0.01
H 6.31577 -1.97642 0.00291 -0.07 0.12 0.02
H 0.49148 -5.26855 -5.40707 0.02 0.01 0.12
H -6.72115 1.68170 -1.03359 -0.07 0.14 0.25
H -4.37474 -0.86582 4.49829 -0.16 0.11 0.09
H 1.50053 2.17114 3.41893 -0.02 -0.03 -0.09